Arrangement i

Entry from the Open Molecules 2025 dataset: a 2-piece molecular cluster, C11H14N2O overall (ωB97M-V/def2-TZVPD).

Geometry (Å):
C: 0.80 3.25 0.28
C: -0.29 2.82 -0.66
O: -0.22 2.66 -1.86
N: -1.45 2.55 0.00
H: 1.76 3.41 -0.24
H: 0.99 2.47 1.02
H: -2.31 2.45 -0.53
H: -1.62 2.71 0.98
H: 0.52 4.19 0.78
C: -1.93 -3.20 0.42
C: -1.58 -1.28 -1.25
C: 0.46 -0.57 -0.71
C: -1.22 -2.02 -0.17
C: 0.10 -1.58 0.19
C: 1.65 0.15 -0.62
C: 2.49 -0.17 0.42
C: 1.00 -1.90 1.23
C: 2.18 -1.21 1.32
N: -0.56 -0.42 -1.63
H: -0.75 0.51 -2.00
H: -2.50 -1.40 -1.80
H: 1.84 0.93 -1.36
H: -2.73 -3.56 -0.24
H: -2.41 -2.91 1.36
H: 3.50 0.21 0.41
H: 0.64 -2.67 1.90
H: 2.89 -1.42 2.13
H: -1.25 -4.04 0.58

Its total charge is 0. The calculation puts the molar mass at 190.2 Da. The value obtained for the orbital gap is 0.3127 Eh. As for the structure (SMILES): Cc1c[nH]c2ccccc12.CC(N)=O. The highest occupied orbital energy comes out at -0.28544 Ha.

Charges obtained by natural (NBO) population analysis, quoted in units of e: C -0.730; C 0.692; O -0.636; N -0.830; H 0.240; H 0.250; H 0.397; H 0.394; H 0.231; C -0.627; C -0.019; C 0.115; C -0.115; C -0.032; C -0.233; C -0.234; C -0.219; C -0.240; N -0.544; H 0.428; H 0.205; H 0.228; H 0.217; H 0.214; H 0.211; H 0.210; H 0.211; H 0.217

=====

Arrangement ii

Entry from the Open Molecules 2025 dataset: a 2-piece molecular cluster, C11H14N2O overall (ωB97M-V/def2-TZVPD).

Geometry (Å):
C: 1.41 -2.63 1.21
C: 1.08 -2.26 -0.18
C: -0.40 -1.69 -1.83
C: 1.81 -1.81 -1.27
N: -0.27 -1.99 -0.55
N: 0.97 -1.31 -2.27
H: -1.31 -1.59 -2.48
H: 1.19 -1.94 2.11
H: 2.58 -2.48 1.27
H: 1.30 -0.90 -3.15
H: 2.87 -1.85 -1.49
H: 1.05 -3.62 1.51
C: 0.86 3.33 0.17
C: -2.04 0.39 0.67
C: -1.93 0.96 -0.58
C: -1.17 0.56 1.73
C: -0.99 2.00 -0.74
C: -0.29 1.57 1.63
C: -0.24 2.30 0.32
O: -3.10 -0.59 0.93
H: -2.70 -1.52 0.65
H: -2.76 0.75 -1.25
H: -1.23 -0.29 2.55
H: -0.74 2.35 -1.76
H: 0.43 1.66 2.33
H: 0.71 4.38 0.40
H: 1.23 3.09 -0.79
H: 1.70 3.13 0.86

Its total charge is 0. The calculation puts the molar mass at 190.2 Da. The value obtained for the orbital gap is 0.3342 Eh. As for the structure (SMILES): Cc1ccc(O)cc1.Cc1c[nH]cn1. The highest occupied orbital energy comes out at -0.30817 Ha.

Charges obtained by natural (NBO) population analysis, quoted in units of e: C -0.643; C 0.056; C 0.172; C -0.064; N -0.476; N -0.571; H 0.220; H 0.235; H 0.218; H 0.419; H 0.211; H 0.230; C -0.633; C 0.280; C -0.256; C -0.232; C -0.220; C -0.190; C -0.014; O -0.745; H 0.491; H 0.227; H 0.233; H 0.212; H 0.202; H 0.223; H 0.210; H 0.205

=====

It is arrangement ii that is the least stable of them.

=====

Arrangement i

Entry from the Open Molecules 2025 dataset: a 2-piece molecular cluster, C3H9N2OP overall (ωB97M-V/def2-TZVPD).

Geometry (Å):
C: 1.04 -0.45 1.86
C: -1.02 1.00 0.87
C: 1.52 1.14 -0.74
N: -0.89 -1.35 -1.42
N: -0.80 -1.95 -2.51
O: -1.83 -1.56 -0.58
P: 0.45 0.09 0.39
H: 1.91 -1.10 2.16
H: 0.20 -0.73 2.47
H: -1.86 1.00 0.12
H: -1.54 0.38 1.64
H: -1.04 2.01 1.27
H: 2.18 1.54 0.09
H: 2.13 0.53 -1.46
H: 1.12 1.98 -1.36
H: -1.57 -2.52 -2.79

Its total charge is 0. The calculation puts the molar mass at 120.1 Da. The value obtained for the orbital gap (spin up / spin down) is 0.2433 / 0.2427 Eh. The highest occupied orbital energy (spin up / spin down) comes out at -0.28785 / -0.28737 Ha.

Charges obtained by natural (NBO) population analysis, quoted in units of e: C -0.877; C -1.016; C -0.957; N 0.129; N -0.512; O -0.606; P 1.409; H 0.255; H 0.241; H 0.289; H 0.271; H 0.259; H 0.250; H 0.273; H 0.280; H 0.313

=====

Arrangement ii

Entry from the Open Molecules 2025 dataset: a 2-piece molecular cluster, C3H9N2OP overall (ωB97M-V/def2-TZVPD).

Geometry (Å):
C: 0.46 1.53 0.74
C: 1.27 0.37 0.06
C: -0.99 1.21 0.53
N: 0.51 -0.85 0.17
N: -0.64 -2.25 -1.85
O: 0.23 -1.30 -1.84
P: -1.02 -0.62 0.69
H: 0.82 1.58 1.86
H: 0.95 2.45 0.39
H: 1.40 0.50 -1.13
H: 2.20 0.32 0.50
H: -1.70 1.82 1.27
H: -1.17 1.39 -0.48
H: -0.13 -3.06 -1.78
H: -1.38 -2.10 -1.21
H: -0.82 -1.00 2.09

Its total charge is 0. The calculation puts the molar mass at 120.1 Da. The value obtained for the orbital gap (spin up / spin down) is 0.3167 / 0.3189 Eh. The highest occupied orbital energy (spin up / spin down) comes out at -0.30605 / -0.32509 Ha.

Charges obtained by natural (NBO) population analysis, quoted in units of e: C -0.436; C -0.264; C -0.733; N -0.626; N -0.368; O -0.304; P 0.748; H 0.199; H 0.223; H 0.217; H 0.200; H 0.246; H 0.233; H 0.337; H 0.345; H -0.018

=====

It is arrangement i that is the least stable of them.

=====

Arrangement i

Entry from the Open Molecules 2025 dataset: CH3FIN as an isolated structure (ωB97M-V/def2-TZVPD).

Geometry (Å):
C: 0.79 -0.37 0.05
N: -0.80 0.45 -0.56
F: -0.77 1.68 0.21
I: -2.38 -0.59 0.11
H: 1.40 0.53 0.51
H: 0.66 -1.24 0.64
H: 1.10 -0.46 -0.96

Its total charge is 0. The calculation puts the molar mass at 174.9 Da. The value obtained for the orbital gap is 0.3330 Eh. The highest occupied orbital energy comes out at -0.34008 Ha.

Charges obtained by natural (NBO) population analysis, quoted in units of e: C -0.386; N -0.236; F -0.302; I 0.288; H 0.223; H 0.205; H 0.208

=====

Arrangement ii

Entry from the Open Molecules 2025 dataset: the molecule CH3FIN (ωB97M-V/def2-TZVPD).

Geometry (Å):
C: -0.15 -0.50 -0.18
N: 0.76 0.50 0.32
F: 0.23 -0.83 -1.41
I: -2.07 0.32 -0.50
H: -0.12 -1.30 0.58
H: 0.55 1.43 -0.16
H: 0.80 0.39 1.35

Its total charge is 0. The calculation puts the molar mass at 174.9 Da. The value obtained for the orbital gap is 0.3634 Eh. As for the structure (SMILES): N[C@H](F)I. The highest occupied orbital energy comes out at -0.34562 Ha.

Charges obtained by natural (NBO) population analysis, quoted in units of e: C 0.232; N -0.862; F -0.342; I 0.013; H 0.180; H 0.391; H 0.388

=====

It is arrangement i that is the least stable of them.